Formula: C14H14N2O
Source: the Open Molecules 2025 dataset
Level of theory: the ωB97M-V functional and the def2-TZVPD basis

XYZ file:
```
31
Properties=species:S:1:pos:R:3
O -1.729 1.166 2.944
C -1.054 0.976 1.956
C 0.710 0.468 -0.262
C -0.935 -2.572 1.171
C -0.066 -0.549 0.301
C -0.130 -2.022 0.209
C 0.214 4.461 1.180
C 1.110 4.224 0.140
C -0.476 3.420 1.773
C 1.276 2.916 -0.328
C -0.311 2.086 1.360
C 0.566 1.835 0.268
N -1.514 -1.490 1.863
N -0.920 -0.292 1.375
C -0.394 -1.980 -2.809
C 0.797 -2.771 -0.668
C 0.214 -3.127 -2.007
H 1.405 0.206 -1.081
H -1.054 -3.634 1.437
H 0.078 5.475 1.495
H 1.678 5.055 -0.254
H -1.200 3.634 2.550
H 2.064 2.669 -1.063
H -1.802 -1.613 2.848
H -1.387 -1.691 -2.414
H 0.264 -1.104 -2.787
H -0.546 -2.312 -3.849
H 1.024 -3.735 -0.180
H 1.731 -2.244 -0.711
H -0.604 -3.832 -1.854
H 0.993 -3.624 -2.604
```

The total energy is -19772.0186 eV. As for the net charge: 0. As for the energy above the lowest of the compared OMol25 structures with the same formula, charge and spin: 37.07 kcal per mole. The multiplicity is 1. Its LUMO energy is 0.510 eV. As for the SMILES: CCCc1c[nH]n2c(=O)c3ccccc3cc12.